{
  "formula": "C6H21N5O4",
  "method": "ωB97M-V with the def2-TZVPD basis set",
  "lumo_ev": 0.20,
  "total_energy_ev": -22204.6009,
  "homo_lumo_gap_ev": 9.9,
  "e_homo_ev": -9.68,
  "charge": 0,
  "species": ["O", "O", "O", "O", "N", "N", "N", "N", "N", "C", "C", "C", "C", "C", "C", "H", "H", "H", "H", "H", "H", "H", "H", "H", "H", "H", "H", "H", "H", "H", "H", "H", "H", "H", "H", "H"],
  "xyz": [[3.3690, 3.1661, -2.1528], [-1.3448, 3.5995, 1.6545], [0.7430, 1.8243, 2.1856], [-2.1386, -0.8310, -0.1477], [1.0683, -0.1866, 1.1703], [3.0434, 3.2332, 0.1174], [1.6833, 1.9659, -1.1999], [-3.1278, -3.1362, -1.5222], [2.4299, 0.5156, 2.8896], [-1.7832, -3.0084, -0.9650], [2.7401, 2.8342, -1.1608], [-1.3455, -1.5451, -1.0623], [-1.9601, 0.5642, -0.0511], [1.3663, 0.7608, 2.0847], [-0.7959, -3.9228, -1.6479], [-1.8791, 2.8873, 2.0138], [-0.6352, -3.6498, -2.6928], [-1.4787, -1.1383, -2.0755], [-3.7757, -2.6010, -0.9535], [-2.9512, 1.0116, -0.1733], [2.4916, 2.9344, 0.8998], [1.3271, 1.7691, -2.1181], [-0.2668, -1.4282, -0.8663], [-1.7782, -3.2404, 0.1092], [-1.0417, -4.9836, -1.5891], [0.1458, -0.1320, 0.7616], [3.0864, -0.2249, 2.7212], [-1.3440, 1.0022, -0.8424], [1.3333, 1.4952, -0.3855], [0.1769, -3.8275, -1.1555], [-0.4417, 3.3790, 1.9335], [2.7522, 1.3136, 3.4106], [3.8044, 3.8602, 0.2983], [1.5436, -1.0556, 1.0125], [-1.6014, 0.8996, 0.9235], [-3.4151, -4.1050, -1.4244]],
  "forces_ev_per_a": [[-0.35, 0.21, 0.33], [0.13, 0.23, 0.01], [0.27, -0.82, -0.24], [0.13, -0.13, 0.57], [-0.97, -0.24, -0.75], [0.18, -0.01, 0.11], [-0.08, 0.13, -0.51], [0.03, -0.25, 0.06], [0.32, 0.07, 0.24], [0.05, 0.44, 0.20], [0.49, -0.22, 0.25], [0.16, 0.05, -0.41], [-0.88, 0.58, -0.49], [0.29, 0.77, 0.51], [0.71, 0.04, -0.15], [0.02, 0.00, 0.09], [-0.21, -0.07, -0.04], [-0.22, -0.26, -0.04], [0.05, 0.11, -0.07], [0.08, 0.12, 0.03], [-0.24, 0.11, 0.02], [0.01, -0.24, 0.13], [-0.07, -0.20, 0.26], [0.07, 0.01, 0.05], [-0.32, 0.08, -0.04], [0.17, 0.05, 0.12], [-0.05, -0.04, -0.06], [0.19, -0.23, 0.03], [-0.13, 0.14, -0.11], [-0.02, 0.02, 0.01], [-0.37, -0.12, -0.16], [0.03, -0.09, 0.04], [0.05, -0.02, -0.29], [0.29, 0.04, 0.41], [0.26, -0.29, 0.04], [-0.07, 0.03, -0.14]]
}